1.
{
  "formula": "C23H38Cl2O15",
  "method": "ωB97M-V with the def2-TZVPD basis set",
  "smiles": "CC[C@@H](Cl)C1=C(Cl)C(=O)OC1=O.CCOC(=O)OC.CCOC(=O)OC.CCOC(=O)OC.CCOC(=O)OC",
  "e_lumo_ev": -1.89,
  "spin_multiplicity": 1,
  "symbols": ["C", "C", "C", "Cl", "C", "C", "Cl", "C", "O", "O", "C", "O", "H", "H", "H", "H", "H", "H", "C", "C", "O", "C", "O", "O", "C", "H", "H", "H", "H", "H", "H", "H", "H", "C", "C", "O", "C", "O", "O", "C", "H", "H", "H", "H", "H", "H", "H", "H", "C", "C", "O", "C", "O", "O", "C", "H", "H", "H", "H", "H", "H", "H", "H", "C", "C", "O", "C", "O", "O", "C", "H", "H", "H", "H", "H", "H", "H", "H"],
  "coordinates": [[6.72131, 3.20482, 3.55260], [5.90170, 4.64910, 3.49638], [4.82302, 4.67169, 2.22672], [5.60471, 4.40039, 0.57060], [3.61575, 3.63732, 2.61473], [3.30141, 2.24090, 2.21533], [4.29176, 1.19711, 1.04700], [1.92453, 1.88794, 3.07034], [0.93493, 1.02202, 2.79620], [2.07431, 2.77215, 4.27402], [2.47064, 4.08893, 3.70087], [2.08188, 5.32958, 4.00382], [6.61928, 2.60310, 2.53413], [6.30107, 2.50719, 4.39917], [7.84634, 3.46199, 3.78467], [6.61177, 5.58653, 3.49493], [5.23837, 4.66492, 4.48866], [4.39854, 5.78755, 2.21322], [-0.98255, 1.02427, 0.39825], [-1.36877, -0.01580, -0.63971], [-1.95641, 0.59751, -1.79312], [-1.09244, 1.22024, -2.63573], [0.11784, 1.29490, -2.49714], [-1.81277, 1.77339, -3.64228], [-1.03390, 2.55686, -4.54346], [-1.84276, 1.65114, 0.65348], [-0.60928, 0.54411, 1.30687], [-0.20361, 1.69436, 0.02137], [-2.12799, -0.68164, -0.21545], [-0.51545, -0.64103, -0.92659], [-0.19174, 1.98331, -4.94417], [-0.68068, 3.46155, -4.03897], [-1.67550, 2.85407, -5.37766], [-7.72859, 4.18420, -8.20027], [-6.24760, 4.36723, -8.48557], [-5.50919, 4.57405, -7.27569], [-5.29828, 3.46828, -6.51607], [-5.67357, 2.33631, -6.77563], [-4.62550, 3.84656, -5.40150], [-4.43560, 2.79348, -4.45941], [-8.11481, 5.02541, -7.61609], [-8.29551, 4.10713, -9.13201], [-7.91315, 3.27968, -7.61238], [-6.10816, 5.26502, -9.09737], [-5.83476, 3.52410, -9.05131], [-3.95376, 1.92652, -4.92306], [-5.39689, 2.51198, -4.01849], [-3.78454, 3.16340, -3.66243], [2.26214, -1.90313, 2.63764], [2.77018, -1.98804, 4.06695], [2.86191, -3.34920, 4.50359], [3.91207, -4.05720, 4.01357], [4.76853, -3.63745, 3.25209], [3.82534, -5.32263, 4.49230], [4.81117, -6.20628, 3.96327], [1.31267, -2.43782, 2.53429], [2.11875, -0.86108, 2.33921], [2.96362, -2.36578, 1.93643], [2.05566, -1.49111, 4.73201], [3.73242, -1.47734, 4.18800], [5.82106, -5.80911, 4.10870], [4.61591, -6.38759, 2.90180], [4.73592, -7.15814, 4.49637], [-3.44095, -6.03436, -0.18573], [-3.67833, -6.01170, 1.31473], [-2.48314, -6.33994, 2.03279], [-1.54400, -5.36100, 2.09542], [-1.63402, -4.24693, 1.60521], [-0.47392, -5.84824, 2.77034], [0.63539, -4.95367, 2.81218], [-3.02153, -6.99707, -0.49450], [-4.37469, -5.86199, -0.72785], [-2.72348, -5.26520, -0.48811], [-4.42052, -6.77497, 1.57232], [-4.07795, -5.04742, 1.64915], [0.34369, -3.97591, 3.20925], [1.06797, -4.85166, 1.81207], [1.39281, -5.38183, 3.47467]]
}



2.
{
  "formula": "C23H38N2O8S3",
  "method": "ωB97M-V with the def2-TZVPD basis set",
  "smiles": "[H]/N=C/C[C@]1(COc2ccccc2)CCS(=O)(=O)O[C@H]1NCC.O=S1(=O)CCCC1.O=S1(=O)CCCC1",
  "e_lumo_ev": 0.53,
  "spin_multiplicity": 1,
  "e_above_lowest_kcal_mol": 0.00,
  "symbols": ["H", "N", "C", "C", "C", "C", "O", "C", "C", "C", "C", "C", "C", "C", "C", "S", "O", "O", "O", "C", "N", "C", "C", "H", "H", "H", "H", "H", "H", "H", "H", "H", "H", "H", "H", "H", "H", "H", "H", "H", "H", "H", "H", "H", "O", "S", "O", "C", "C", "C", "C", "H", "H", "H", "H", "H", "H", "H", "H", "O", "S", "O", "C", "C", "C", "C", "H", "H", "H", "H", "H", "H", "H", "H"],
  "coordinates": [[4.74536, 0.91046, -1.08208], [3.83979, 1.08416, -1.51494], [2.96990, 1.15445, -0.60482], [1.52473, 1.45717, -0.85363], [0.48795, 0.46437, -0.19164], [-0.10602, 1.25575, 0.99898], [0.75092, 1.27056, 2.14633], [0.25845, 0.58593, 3.23456], [-0.86696, 1.04858, 3.91750], [-1.36719, 0.33212, 4.99479], [-0.75797, -0.84468, 5.41837], [0.38917, -1.29059, 4.76579], [0.88431, -0.57199, 3.68403], [1.14918, -0.78719, 0.34806], [1.65584, -1.79710, -0.72306], [1.00756, -1.53766, -2.36196], [1.96889, -0.77886, -3.10379], [0.69867, -2.81390, -2.93340], [-0.34024, -0.70876, -2.28250], [-0.65126, 0.20923, -1.20431], [-1.95809, -0.12514, -0.70921], [-2.13982, -1.24248, 0.21736], [-1.76302, -2.62193, -0.33378], [3.26861, 1.04379, 0.44168], [1.33012, 2.48278, -0.54841], [1.38571, 1.42760, -1.93403], [-1.07910, 0.88015, 1.30415], [-0.25220, 2.29612, 0.71488], [-1.32108, 1.96186, 3.56083], [-2.25535, 0.70079, 5.48576], [-1.16346, -1.41344, 6.24115], [0.90204, -2.18545, 5.07966], [1.77643, -0.92131, 3.18570], [0.46856, -1.34904, 0.98075], [1.98942, -0.56039, 0.99020], [1.37802, -2.80201, -0.42687], [2.73405, -1.75418, -0.81627], [-0.79614, 1.17061, -1.69935], [-2.42398, 0.69728, -0.36187], [-3.20632, -1.27581, 0.45382], [-1.66338, -1.11580, 1.19794], [-2.56582, -3.31391, -0.09604], [-0.86790, -3.01784, 0.13992], [-1.68215, -2.62471, -1.41489], [-6.00054, -0.85712, 2.26059], [-5.89493, -2.09792, 1.53672], [-4.60958, -2.60166, 1.11335], [-6.76994, -3.37004, 2.44085], [-8.19768, -3.29390, 1.90920], [-8.07052, -3.12983, 0.38838], [-7.01374, -2.04802, 0.13071], [-6.68764, -3.17464, 3.50732], [-6.30533, -4.32501, 2.19704], [-8.76821, -4.18239, 2.17438], [-8.70725, -2.42666, 2.33430], [-7.74685, -4.07387, -0.05378], [-9.02130, -2.86338, -0.07006], [-6.44425, -2.23271, -0.77665], [-7.45251, -1.05286, 0.09609], [6.52338, 2.74305, -1.34727], [7.27447, 2.91214, -2.56669], [8.54844, 2.26804, -2.75907], [6.20143, 2.54152, -3.94751], [5.53560, 3.87364, -4.27174], [6.64595, 4.93212, -4.18968], [7.43037, 4.67331, -2.89624], [5.49766, 1.76118, -3.66087], [6.83118, 2.20081, -4.76895], [5.06634, 3.85346, -5.25391], [4.76140, 4.08992, -3.53255], [7.30996, 4.83144, -5.05044], [6.24207, 5.94349, -4.20511], [8.48450, 4.91940, -2.99329], [7.00134, 5.20689, -2.05050]]
}



3.
{
  "formula": "C23H38N7O5S2Sr",
  "method": "ωB97M-V with the def2-TZVPD basis set",
  "e_lumo_ev": 1.91,
  "charge": -1,
  "spin_multiplicity": 1,
  "e_above_lowest_kcal_mol": 9.37,
  "symbols": ["Sr", "O", "C", "C", "N", "C", "C", "O", "O", "C", "C", "O", "O", "H", "H", "H", "H", "H", "H", "H", "H", "H", "C", "C", "N", "N", "C", "N", "S", "C", "C", "C", "C", "C", "N", "H", "H", "H", "H", "H", "H", "H", "H", "H", "C", "C", "C", "C", "N", "C", "S", "N", "C", "C", "C", "C", "H", "H", "H", "H", "H", "H", "H", "H", "H", "H", "H", "H", "H", "H", "H", "H", "H", "H", "H", "H"],
  "coordinates": [[0.00172, -0.42558, 2.40978], [-1.26496, -1.81401, 4.85244], [-2.23543, -2.76146, 4.42889], [-2.49060, -2.69981, 2.99880], [-1.37481, -2.70352, 2.06844], [-0.41877, -3.76275, 2.32683], [0.47489, -3.50651, 3.52744], [0.45434, -4.32844, 4.42022], [1.03932, -2.36830, 3.53620], [-1.91352, -2.75727, 0.73894], [-0.87076, -2.30226, -0.21868], [-0.87918, -2.81590, -1.35008], [-0.10016, -1.41169, 0.22832], [-0.36954, -2.18695, 4.78964], [-3.21431, -2.52453, 4.89885], [-2.03075, -3.77647, 4.75706], [-3.06984, -1.79522, 2.73115], [-3.12995, -3.56196, 2.81992], [0.20333, -4.02323, 1.49849], [-0.94741, -4.70400, 2.54432], [-2.75750, -2.07196, 0.71407], [-2.37952, -3.76878, 0.58798], [1.76573, 4.25188, 2.75177], [1.53657, 2.81330, 2.80280], [0.46158, 2.30465, 2.22400], [-0.53195, 3.21841, 1.81247], [-1.77876, 2.68809, 1.61430], [-2.73121, 3.69106, 1.42043], [-2.33943, 1.08261, 1.38177], [2.62917, 1.89547, 3.21981], [3.94743, 2.34244, 3.29717], [4.99165, 1.43506, 3.50614], [4.61927, 0.10334, 3.93704], [3.25835, -0.10708, 4.08015], [2.31355, 0.66956, 3.61775], [0.83991, 4.72778, 3.02164], [1.90346, 4.50332, 1.72909], [2.58714, 4.56765, 3.37326], [-2.44092, 4.63968, 1.46445], [-3.52497, 3.50803, 0.80220], [4.31893, 3.27805, 2.89534], [5.95350, 1.84186, 3.07664], [5.33430, -0.71811, 3.99685], [2.92425, -1.04716, 4.47462], [-2.05507, -2.96450, -4.97134], [-1.72409, -1.48662, -5.34249], [-0.38042, -1.33432, -5.89005], [0.64549, -1.88126, -4.84240], [0.39652, -1.30281, -3.51063], [1.02067, -0.15336, -3.05913], [2.24850, 0.66119, -3.89157], [0.55430, 0.37811, -1.84904], [1.07506, 1.57592, -1.30438], [0.67023, 2.82046, -2.06627], [-0.81285, 2.98231, -2.38179], [-0.99522, 4.16487, -3.39567], [-3.15313, -3.11685, -4.76417], [-1.59488, -3.30385, -4.06712], [-1.93632, -3.63634, -5.79159], [-1.78504, -0.95109, -4.40750], [-2.47943, -1.20851, -6.08632], [-0.10602, -0.32388, -6.13110], [-0.10470, -1.84978, -6.85664], [1.67262, -1.63967, -5.06128], [0.65963, -2.93066, -4.69083], [-0.03335, -1.88007, -2.79401], [0.00964, -0.25491, -1.26880], [2.17301, 1.45538, -1.37314], [0.80874, 1.67473, -0.21932], [1.21779, 2.77321, -3.00819], [0.97788, 3.65808, -1.45562], [-1.40978, 3.15774, -1.49257], [-1.21956, 2.07244, -2.83850], [-0.37547, 4.98804, -3.25937], [-2.04139, 4.36023, -3.36400], [-0.68751, 3.87649, -4.37388]]
}



HOMO-LUMO gap values, unit eV, following the record order: 8.729 9.614 7.079.